1.
{"formula": "C47H36GaP3S2", "method": "ωB97M-V/def2-TZVPD", "symbols": ["Ga", "S", "P", "C", "P", "S", "C", "C", "C", "C", "C", "C", "C", "C", "C", "C", "C", "C", "C", "C", "C", "C", "C", "C", "C", "C", "C", "C", "C", "C", "H", "H", "H", "H", "H", "H", "H", "H", "H", "H", "H", "H", "H", "H", "H", "H", "H", "H", "H", "H", "C", "C", "C", "C", "C", "C", "P", "C", "C", "C", "C", "C", "C", "C", "C", "C", "C", "C", "C", "C", "C", "C", "C", "H", "H", "H", "H", "H", "H", "H", "H", "H", "H", "H", "H", "H", "H", "H", "H"], "coordinates": [[-0.38958, 0.07905, 0.29920], [2.14920, -0.12384, 0.34858], [1.54103, 0.58065, 2.15803], [-0.12868, 0.26616, 2.48170], [-0.56259, -1.42499, 2.60844], [-1.03910, -2.15574, 0.74646], [0.38417, -2.80661, 3.33726], [1.71819, -2.99648, 2.98813], [2.40378, -4.11348, 3.43673], [1.75589, -5.05919, 4.21869], [0.41691, -4.89137, 4.53824], [-0.27178, -3.77065, 4.09982], [-2.08008, -1.30966, 3.60775], [-1.98591, -1.22687, 4.99592], [-3.10898, -0.92646, 5.74881], [-4.32590, -0.69645, 5.12058], [-4.42068, -0.77420, 3.73971], [-3.29887, -1.08071, 2.98212], [1.63040, 2.40590, 2.08224], [1.28015, 3.05797, 0.90248], [1.18266, 4.43945, 0.86556], [1.44789, 5.18254, 2.00694], [1.82253, 4.54179, 3.17787], [1.91499, 3.15817, 3.21777], [2.65087, 0.10106, 3.50752], [3.97919, -0.24522, 3.28949], [4.76957, -0.63468, 4.36008], [4.23883, -0.67290, 5.64145], [2.91124, -0.33032, 5.85888], [2.11242, 0.05356, 4.79290], [2.21291, -2.28609, 2.34123], [3.44259, -4.24887, 3.16347], [2.28994, -5.93344, 4.56880], [-0.09962, -5.63782, 5.12844], [-1.31764, -3.64946, 4.34755], [-1.03005, -1.39757, 5.47870], [-3.03494, -0.86360, 6.82734], [-5.20029, -0.45296, 5.71103], [-5.36854, -0.59369, 3.24855], [-3.36184, -1.14553, 1.90275], [1.10443, 2.48537, 0.00105], [0.90532, 4.93773, -0.05484], [1.37079, 6.26220, 1.98064], [2.03855, 5.11883, 4.06832], [2.21101, 2.66073, 4.13223], [4.37696, -0.22000, 2.28179], [5.80155, -0.91731, 4.19334], [4.86348, -0.96846, 6.47488], [2.49740, -0.37184, 6.85861], [1.06867, 0.30884, 4.93471], [2.04120, 0.01706, -6.35194], [0.97379, -0.86130, -6.23601], [0.25752, -0.93876, -5.05043], [0.61092, -0.13237, -3.97090], [1.69293, 0.73777, -4.08822], [2.40167, 0.81604, -5.27643], [-0.32947, -0.09949, -2.40285], [-1.33359, -1.61608, -2.51006], [-2.72258, -1.61082, -2.53687], [-3.41672, -2.81346, -2.54759], [-2.72884, -4.01604, -2.53817], [-1.34033, -4.02552, -2.50271], [-0.64401, -2.83020, -2.47740], [-1.52307, 1.24427, -2.69583], [-1.83612, 1.69212, -3.95654], [-2.75445, 2.74118, -4.14165], [-3.35860, 3.32127, -3.06345], [-3.06388, 2.89528, -1.74848], [-3.68498, 3.49331, -0.62682], [-3.36114, 3.09361, 0.63724], [-2.39363, 2.08896, 0.83520], [-1.78220, 1.46112, -0.22131], [-2.11656, 1.85218, -1.54735], [2.59456, 0.07692, -7.28044], [0.69164, -1.48765, -7.07295], [-0.57988, -1.61776, -4.96821], [1.97276, 1.35057, -3.23846], [3.23880, 1.49692, -5.36264], [-3.25759, -0.66892, -2.54631], [-4.49937, -2.80968, -2.55891], [-3.27474, -4.95086, -2.55196], [-0.80455, -4.96556, -2.47238], [0.43925, -2.82608, -2.42331], [-1.38487, 1.23652, -4.82802], [-2.97875, 3.08093, -5.14469], [-4.07208, 4.12607, -3.20094], [-4.41453, 4.27677, -0.79670], [-3.82900, 3.55960, 1.49589], [-2.10998, 1.81192, 1.84664]], "lowdin_charge": [0.01, 0.35, 0.42, -0.51, 0.52, 0.48, -0.34, -0.09, -0.07, -0.08, -0.08, -0.09, -0.35, -0.10, -0.08, -0.09, -0.08, -0.09, -0.32, -0.11, -0.07, -0.09, -0.08, -0.07, -0.37, -0.09, -0.08, -0.08, -0.07, -0.10, 0.07, 0.11, 0.10, 0.10, 0.10, 0.11, 0.10, 0.10, 0.10, 0.08, 0.06, 0.11, 0.10, 0.10, 0.10, 0.09, 0.10, 0.10, 0.10, 0.10, -0.09, -0.08, -0.09, -0.36, -0.09, -0.08, 1.07, -0.43, -0.08, -0.08, -0.08, -0.09, -0.15, -0.31, -0.07, -0.07, -0.03, -0.17, -0.04, -0.07, -0.11, -0.18, -0.19, 0.10, 0.10, 0.11, 0.11, 0.10, 0.11, 0.10, 0.10, 0.11, 0.12, 0.10, 0.10, 0.11, 0.11, 0.10, 0.08], "charge": 0, "e_lumo_ev": 0.441, "gap_ev": 7.72, "largest_force_ha_per_bohr": 0.03575}


2.
{"formula": "C6H11NO2P", "method": "ωB97M-V/def2-TZVPD", "symbols": ["C", "C", "C", "C", "C", "P", "O", "O", "C", "N", "H", "H", "H", "H", "H", "H", "H", "H", "H", "H", "H"], "coordinates": [[1.10361, -1.85165, 0.48254], [0.39636, -1.25968, -0.71379], [-0.32017, 0.08444, -0.36258], [0.46689, 1.08351, 0.53447], [1.72473, 1.62236, -0.19173], [-2.00103, -0.37104, 0.31379], [-2.62217, -1.37783, -0.66915], [-2.09709, -0.58264, 1.78041], [-2.97418, 1.22552, -0.04582], [-3.80626, 1.97862, -0.38401], [2.04993, -1.43725, 0.50671], [0.55343, -1.57012, 1.42009], [1.17128, -2.93044, 0.22134], [-0.37690, -1.72397, -1.36715], [1.16427, -1.01732, -1.47198], [-0.63584, 0.69072, -1.25787], [0.66798, 0.52899, 1.53953], [-0.29267, 1.73972, 0.74250], [1.28590, 1.73356, -1.16498], [1.95539, 2.54986, 0.29005], [2.58655, 0.88463, -0.20237]], "lowdin_charge": [-0.11, -0.28, -0.41, -0.27, -0.09, 0.35, -0.41, -0.38, -0.27, 0.01, 0.03, 0.08, 0.08, 0.10, 0.09, 0.11, 0.13, 0.05, 0.06, 0.05, 0.09], "relative_energy_kj_mol": 0.0, "charge": -1, "e_lumo_ev": 3.515, "smiles": "CCC(CC)[P@@](=O)([O-])C#N", "gap_ev": 9.15, "largest_force_ha_per_bohr": 0.09005}